1.
8 unconnected molecules or ions with the total composition C18H53N2O10 in a non-equilibrium geometry, computed with ωB97M-V/def2-TZVPD.

Results
Spin multiplicity = 1
Net charge = -1
ΔE to the lowest compared entry with this formula, charge and spin = 43.4 kcal per mole

The geometry in XYZ format:
```
83
C18H53N2O10 | OMol25 | ωB97M-V/def2-TZVPD
C -0.0531 -0.8969 0.6670
O -1.4421 -0.6739 0.5900
H 0.1269 -1.5419 1.5900
H 0.4559 0.1421 0.7970
H 0.2139 -1.5499 -0.2470
C -1.4611 -4.1499 0.9690
O -2.3041 -3.1179 1.5760
H -0.4441 -4.0409 1.6530
H -1.2701 -3.6049 -0.1500
H -1.7811 -5.0579 1.3040
H -2.0411 -2.2169 1.4350
C 1.0559 -3.6389 -2.5450
O 0.9529 -2.6739 -3.6160
H 1.0829 -3.3329 -1.4930
H 1.9589 -4.2269 -2.7170
H 0.2869 -4.3849 -2.6240
H 0.0919 -2.3329 -3.4670
C -2.2511 2.4671 1.4380
O -1.5951 1.3171 2.0910
H -3.1091 2.0391 0.6510
H -1.6071 3.0821 0.8200
H -3.0601 3.1211 1.9580
H -1.4691 0.5741 1.6160
C -0.2761 0.2241 -2.6000
O -0.9391 -0.9719 -2.4340
H -0.4491 0.6491 -3.5790
H 0.6629 0.0221 -2.6740
H -0.5071 0.8531 -1.8290
H -0.9381 -1.3309 -1.3720
C -4.3261 0.3591 -1.1490
O -4.3661 -0.4829 0.0640
H -3.4601 1.2531 -1.2850
H -5.1841 1.0441 -1.1570
H -4.5601 -0.2679 -1.8870
H -3.5491 -0.9999 0.0690
C -4.4921 0.4151 4.1730
O -3.1641 0.2831 4.3320
C -2.6561 -1.0069 4.7030
C -1.2651 -1.0259 4.6210
N -0.6811 0.0391 5.4220
C 0.7869 0.1261 5.3120
C 1.1199 0.8991 4.1100
O 0.4959 2.1771 4.4430
C 0.8489 3.0501 3.4590
H -4.9641 0.1471 5.3040
H -4.8481 -0.4139 3.4890
H -5.0021 1.4521 3.9100
H -3.3081 -1.7479 4.0660
H -3.3911 -1.0169 5.5420
H -0.9931 -1.0949 3.6140
H -0.9521 -2.0739 5.0320
H -0.8841 -0.1549 6.2970
H 1.2509 -0.9259 5.4280
H 1.1899 0.2741 6.2600
H 0.6289 0.5441 3.1900
H 2.1629 1.0061 4.0220
H 0.3399 4.0571 3.6130
H 0.6409 2.6701 2.4160
H 1.9429 3.2501 3.6090
C 2.7039 3.1851 0.3930
O 2.8889 3.1961 -1.0160
C 3.2489 1.9661 -1.5480
C 3.0599 2.0641 -3.1530
N 3.4169 0.7841 -3.7210
C 3.3189 0.7081 -5.1370
C 3.6739 -0.6739 -5.6530
O 3.4799 -1.0299 -7.0170
C 2.1059 -1.0439 -7.3760
H 2.2759 4.0561 0.8450
H 3.7629 3.0171 0.7280
H 2.2499 2.2811 0.6890
H 2.5589 1.0661 -1.2210
H 4.3239 1.6941 -1.4540
H 3.5729 2.9291 -3.4530
H 2.1459 2.2671 -3.5500
H 2.7359 0.0911 -3.2370
H 4.0689 1.4111 -5.5980
H 2.3169 0.8341 -5.4080
H 3.0349 -1.3069 -5.1100
H 4.7189 -0.8719 -5.4460
H 1.9529 -1.9439 -7.9550
H 1.7159 -0.0389 -7.8060
H 1.4189 -1.2269 -6.6280
```


2.
11 unconnected molecules or ions with the total composition C32H46F3N11O6S in a non-equilibrium geometry, computed with ωB97M-V/def2-TZVPD.

Results
Spin multiplicity = 1
SMILES = [H]/N=C(\C)C[C@H]1OS(=O)(=O)O[C@@]1(CCOC=O)CCC(F)=C(F)F.CC#N.CC#N.CC#N.CC#N.CC#N.CC#N.CC#N.CC#N.CC#N.CC#N

The geometry in XYZ format:
```
99
C32H46F3N11O6S | OMol25 | ωB97M-V/def2-TZVPD
C 2.2873 2.2394 2.1629
C 2.0721 2.1371 0.5566
N 2.8512 1.2851 -0.0875
C 1.0235 3.0257 -0.2486
C -0.2206 2.2256 -0.8573
O 0.2662 1.6004 -2.0981
S 0.4414 -0.0686 -1.9062
O 1.8108 -0.5027 -2.3113
O -0.5623 -0.9648 -2.6184
O 0.0104 -0.0920 -0.2940
C -0.9051 1.0345 -0.0272
C -2.3265 0.8665 -0.7509
C -3.2496 -0.3019 -0.1732
O -2.5233 -1.4884 0.2655
C -3.1672 -2.1394 1.3406
O -4.1949 -2.8404 1.2449
C -1.0292 1.1453 1.5616
C -1.4539 2.5885 2.1002
C -3.0164 2.8932 1.9939
F -4.0369 2.1821 2.6689
C -3.4128 4.0066 1.1749
F -4.2734 3.8947 0.0674
F -2.8881 5.3065 1.4363
H 2.2561 1.1479 2.5427
H 3.2793 2.7143 2.4433
H 1.3680 2.7800 2.5626
H 3.4364 0.8330 0.6535
H 0.7231 3.9491 0.3681
H 1.5964 3.4571 -1.1458
H -1.0906 2.9717 -0.9754
H -2.2390 0.8061 -1.8986
H -2.8996 1.8511 -0.5586
H -3.9285 -0.6418 -1.0432
H -3.9547 0.0135 0.6637
H -2.6772 -2.0256 2.3729
H -0.0092 0.8135 1.9842
H -1.7822 0.3959 2.0100
H -0.9112 3.4578 1.6077
H -1.1848 2.6459 3.2220
C -1.3687 4.7449 -3.8427
C -0.3880 4.9228 -2.7688
N 0.3832 5.0628 -1.9246
H -2.0265 5.6125 -3.9330
H -0.8825 4.6030 -4.8103
H -2.0032 3.8722 -3.6673
C 3.5805 7.5242 -0.2598
C 3.1384 6.2067 0.2026
N 2.7913 5.1717 0.5645
H 4.4456 7.8783 0.3055
H 3.8667 7.5042 -1.3137
H 2.7925 8.2727 -0.1510
C 6.9839 1.1252 -0.1167
C 6.1120 1.5312 0.9872
N 5.4251 1.8499 1.8523
H 8.0377 1.2805 0.1261
H 6.8584 0.0677 -0.3588
H 6.7721 1.6939 -1.0249
C -1.4357 -0.8759 -5.9584
C -2.1232 0.2998 -5.4210
N -2.6622 1.2239 -4.9958
H -0.8259 -0.6227 -6.8287
H -0.7715 -1.3271 -5.2171
H -2.1441 -1.6461 -6.2719
C 5.4208 -2.6381 -0.2216
C 4.6120 -1.8426 0.7054
N 3.9739 -1.2178 1.4311
H 6.2342 -3.1534 0.2948
H 4.8226 -3.3998 -0.7250
H 5.8719 -2.0162 -0.9979
C 2.9608 -6.4501 -1.9728
C 4.1229 -5.6592 -2.3849
N 5.0351 -5.0368 -2.7087
H 2.2902 -5.8736 -1.3315
H 2.3783 -6.7858 -2.8337
H 3.2589 -7.3405 -1.4147
C 2.4261 -2.0430 4.8957
C 1.7982 -0.9382 4.1687
N 1.3046 -0.0707 3.5957
H 3.1068 -1.6793 5.6691
H 1.6835 -2.6738 5.3876
H 3.0058 -2.6847 4.2291
C -6.0950 -4.0690 -0.5945
C -6.3892 -4.8558 -1.7945
N -6.6207 -5.4733 -2.7390
H -6.3231 -3.0096 -0.7433
H -6.6795 -4.4104 0.2633
H -5.0430 -4.1373 -0.3163
C -8.7147 -1.6584 -3.6791
C -7.7351 -1.4816 -2.6052
N -6.9648 -1.3428 -1.7620
H -9.3737 -0.7916 -3.7675
H -8.2280 -1.7971 -4.6470
H -9.3472 -2.5317 -3.5051
C 2.1364 -5.4227 7.9700
C 2.3731 -5.2800 6.5313
N 2.5590 -5.1679 5.4012
H 1.1388 -5.8173 8.1751
H 2.8563 -6.1038 8.4293
H 2.2197 -4.4643 8.4874
```


3.
A molecular structure, C33H48IrOSi in a non-equilibrium geometry, computed with ωB97M-V/def2-TZVPD.

Results
Spin multiplicity = 1
Net charge = +1

The geometry in XYZ format:
```
84
C33H48IrOSi | OMol25 | ωB97M-V/def2-TZVPD
Ir -0.4161 0.4526 -0.4822
C -1.0647 1.6129 -2.2397
C -1.4516 0.2244 -2.3670
C -0.2321 -0.4879 -2.7575
C 0.7745 0.4990 -2.9222
C 0.2841 1.7903 -2.6524
C 0.9538 3.0999 -2.9206
C 0.4070 3.5993 -4.2741
C 2.4750 2.9470 -3.0147
C 0.6132 4.1175 -1.8241
C 0.1091 -1.9322 -3.0767
C 0.0554 -2.1150 -4.6056
C -0.7981 -2.9624 -2.3977
C 1.5554 -2.2195 -2.6178
C -2.9386 -0.1478 -2.4351
C -3.8180 1.1116 -2.3538
C -3.2516 -0.8057 -3.7858
C -3.3428 -1.0328 -1.2443
H -1.7582 2.4276 -2.1241
H 1.7738 0.2987 -3.2724
H 0.6090 2.8729 -5.0626
H 0.8893 4.5390 -4.5372
H -0.6699 3.7627 -4.2228
H 2.7598 2.3236 -3.8634
H 2.8844 2.5107 -2.1026
H 2.9331 3.9241 -3.1568
H -0.4605 4.2944 -1.7597
H 1.0958 5.0680 -2.0451
H 0.9659 3.7711 -0.8517
H -0.9294 -1.8817 -5.0061
H 0.2901 -3.1492 -4.8528
H 0.7861 -1.4719 -5.0981
H -1.8026 -2.9638 -2.8093
H -0.8532 -2.7817 -1.3243
H -0.3894 -3.9591 -2.5586
H 2.2894 -1.7143 -3.2445
H 1.7554 -3.2867 -2.6952
H 1.7123 -1.9096 -1.5836
H -3.6187 1.7912 -3.1837
H -3.6864 1.6422 -1.4095
H -4.8629 0.8136 -2.4211
H -2.9362 -0.1456 -4.5965
H -4.3243 -0.9693 -3.8799
H -2.7575 -1.7635 -3.9076
H -3.1192 -0.5143 -0.3077
H -2.8333 -1.9907 -1.2369
H -4.4155 -1.2221 -1.2762
C -1.5966 1.2782 4.4924
C -1.0664 -0.1365 4.2990
C -2.1529 -1.0767 3.7874
C -0.4321 -0.6600 5.5770
Si 0.2765 -0.0456 2.8482
O -0.3695 0.6022 1.5312
C 1.7215 0.9642 3.5368
C 1.6210 2.3459 3.6991
C 2.7120 3.0911 4.1228
C 3.9197 2.4635 4.3901
C 4.0316 1.0898 4.2395
C 2.9391 0.3439 3.8198
C 0.8146 -1.8379 2.5043
C 0.6989 -2.3155 1.1991
C 1.1178 -3.5864 0.8407
C 1.6673 -4.4213 1.8006
C 1.7985 -3.9731 3.1045
C 1.3750 -2.6987 3.4501
H -2.4248 1.2560 5.2105
H -1.9736 1.6983 3.5580
H -0.8300 1.9360 4.9018
H -2.9502 -1.1483 4.5364
H -1.7667 -2.0833 3.6185
H -2.5945 -0.7060 2.8597
H -1.1710 -0.6054 6.3846
H 0.4301 -0.0652 5.8829
H -0.1405 -1.7055 5.4868
H 0.6888 2.8488 3.4726
H 2.6192 4.1636 4.2342
H 4.7698 3.0423 4.7256
H 4.9718 0.5920 4.4372
H 3.0443 -0.7252 3.6912
H 0.2668 -1.6543 0.4354
H 1.0231 -3.9333 -0.1786
H 1.9894 -5.4176 1.5302
H 2.2350 -4.6154 3.8578
H 1.4956 -2.3720 4.4741
```


| no. | frontier orbital gap (eV) |
| --- | --- |
| 1 | 7.9 |
| 2 | 8.1 |
| 3 | 5.2 |